No. 1
{
  "formula": "C32H29Br3N6O12",
  "method": "ωB97M-V/def2-TZVPD",
  "elements": ["C", "N", "O", "O", "H", "H", "H", "C", "C", "C", "C", "C", "C", "N", "O", "O", "H", "H", "H", "H", "H", "C", "C", "C", "C", "C", "C", "N", "O", "O", "H", "H", "H", "H", "H", "C", "C", "C", "C", "C", "C", "N", "O", "O", "H", "H", "H", "H", "H", "C", "C", "C", "C", "C", "C", "N", "O", "O", "H", "H", "H", "H", "H", "C", "C", "C", "C", "C", "C", "N", "O", "O", "H", "H", "H", "H", "H", "C", "Br", "Br", "Br", "H"],
  "xyz": [[-3.583, -2.769, 1.762], [-2.384, -2.709, 2.620], [-1.331, -3.090, 2.146], [-2.519, -2.348, 3.772], [-4.350, -2.177, 2.261], [-4.029, -3.759, 1.765], [-3.329, -2.328, 0.807], [-3.751, 1.782, -3.697], [-2.824, 0.834, -4.083], [-2.918, -0.478, -3.635], [-3.966, -0.860, -2.803], [-4.917, 0.096, -2.435], [-4.813, 1.407, -2.873], [-3.980, -2.151, -2.178], [-2.936, -2.788, -2.151], [-5.009, -2.515, -1.617], [-3.673, 2.763, -4.148], [-2.010, 0.999, -4.777], [-2.165, -1.201, -3.921], [-5.741, -0.227, -1.815], [-5.538, 2.080, -2.436], [1.071, -2.710, -1.761], [0.062, -3.555, -1.327], [0.034, -4.844, -1.815], [1.058, -5.324, -2.612], [2.113, -4.484, -2.960], [2.151, -3.203, -2.512], [1.124, -6.736, -2.930], [0.845, -7.534, -2.067], [1.508, -7.045, -4.036], [1.064, -1.684, -1.411], [-0.697, -3.218, -0.639], [-0.788, -5.470, -1.484], [2.971, -4.851, -3.512], [2.939, -2.491, -2.711], [0.607, 5.020, 2.089], [0.003, 3.855, 1.678], [-1.082, 3.417, 2.427], [-1.448, 4.061, 3.594], [-0.831, 5.255, 3.969], [0.226, 5.734, 3.230], [-2.594, 3.576, 4.337], [-2.804, 2.383, 4.364], [-3.278, 4.412, 4.894], [1.438, 5.460, 1.547], [0.353, 3.474, 0.732], [-1.629, 2.490, 2.272], [-1.242, 5.811, 4.802], [0.808, 6.612, 3.465], [5.011, 2.789, -2.372], [3.830, 3.387, -2.795], [2.824, 2.650, -3.389], [3.010, 1.280, -3.574], [4.190, 0.676, -3.175], [5.176, 1.419, -2.563], [1.899, 0.478, -4.046], [2.166, -0.534, -4.653], [0.776, 0.894, -3.841], [5.864, 3.211, -1.856], [3.821, 4.469, -2.716], [1.919, 3.080, -3.793], [4.313, -0.398, -3.246], [6.073, 0.977, -2.149], [-0.012, -0.258, 4.013], [0.261, -0.276, 5.392], [1.525, -0.589, 5.842], [2.563, -0.815, 4.941], [2.294, -0.737, 3.577], [1.004, -0.511, 3.122], [3.909, -1.089, 5.391], [4.144, -0.938, 6.565], [4.719, -1.457, 4.577], [-1.017, -0.115, 3.641], [-0.575, -0.042, 6.036], [1.746, -0.681, 6.898], [3.182, -0.816, 2.959], [0.820, -0.462, 2.057], [-0.749, 1.032, -1.108], [-1.022, 2.909, -1.523], [-2.139, 0.096, -0.071], [0.986, 0.930, -0.301], [-0.724, 0.470, -2.031]],
  "energy_ev": -277274.86511,
  "charge": 0,
  "orbital_gap_ev": 8.65,
  "relative_energy_kj_mol": 0.00,
  "homo_ev": -9.8,
  "spin_multiplicity": 1
}

=====

No. 2
{
  "formula": "C32H29N3O5",
  "method": "ωB97M-V/def2-TZVPD",
  "elements": ["O", "C", "N", "C", "O", "C", "C", "C", "N", "C", "O", "C", "N", "C", "O", "C", "H", "C", "H", "O", "H", "H", "H", "H", "H", "C", "C", "C", "C", "C", "C", "C", "C", "C", "H", "H", "H", "H", "H", "H", "H", "H", "C", "C", "C", "C", "C", "C", "C", "H", "H", "H", "H", "H", "H", "H", "H", "H", "C", "C", "C", "C", "C", "C", "H", "H", "H", "H", "H"],
  "xyz": [[-0.262, -2.264, -0.673], [-0.369, -1.246, -1.300], [-1.564, -0.619, -1.602], [-1.391, 0.615, -2.217], [-2.249, 1.279, -2.722], [0.083, 0.944, -2.089], [0.745, -0.419, -1.944], [1.960, -0.170, -1.037], [1.462, 0.850, -0.145], [1.822, 1.003, 1.143], [1.457, 1.933, 1.829], [2.704, -0.106, 1.696], [2.611, -1.358, 0.984], [2.405, -1.454, -0.341], [2.564, -2.474, -0.983], [2.779, -2.579, 1.744], [2.857, -3.384, 1.009], [1.560, -2.818, 2.662], [1.656, -2.250, 3.591], [0.357, -2.390, 2.088], [0.262, -2.768, 1.200], [1.522, -3.887, 2.920], [3.697, -2.539, 2.336], [2.383, -0.260, 2.729], [3.745, 0.243, 1.721], [0.346, 1.609, -0.703], [-0.852, 1.462, 0.199], [-1.949, 2.209, 0.135], [-3.164, 1.900, 0.882], [-4.400, 2.126, 0.280], [-5.569, 1.758, 0.918], [-5.521, 1.180, 2.175], [-4.298, 0.972, 2.791], [-3.126, 1.323, 2.149], [-2.175, 1.172, 2.637], [-4.258, 0.532, 3.777], [-6.435, 0.897, 2.677], [-6.520, 1.926, 0.435], [-4.434, 2.566, -0.706], [-2.012, 3.027, -0.571], [-0.808, 0.622, 0.879], [0.613, 2.665, -0.816], [3.152, 0.357, -1.880], [4.294, 0.740, -0.986], [5.252, -0.201, -0.627], [6.266, 0.134, 0.252], [6.333, 1.412, 0.783], [5.389, 2.358, 0.421], [4.375, 2.024, -0.459], [3.641, 2.766, -0.736], [5.439, 3.357, 0.828], [7.123, 1.671, 1.472], [7.006, -0.605, 0.525], [5.198, -1.199, -1.037], [3.454, -0.443, -2.559], [2.825, 1.218, -2.464], [1.031, -0.894, -2.884], [0.436, 1.557, -2.917], [-2.839, -1.057, -1.147], [-2.989, -1.492, 0.163], [-4.246, -1.846, 0.619], [-5.345, -1.757, -0.217], [-5.186, -1.327, -1.523], [-3.933, -0.980, -1.996], [-3.807, -0.640, -3.011], [-6.040, -1.261, -2.180], [-6.325, -2.024, 0.149], [-4.364, -2.180, 1.638], [-2.138, -1.555, 0.821]],
  "energy_ev": -48364.63762,
  "charge": 0,
  "orbital_gap_ev": 8.92,
  "relative_energy_kj_mol": 0.00,
  "homo_ev": -8.4,
  "smiles": "O=C1[C@H]2[C@@H](/C=C/c3ccccc3)N3C(=O)CN(CCO)C(=O)[C@@]3(Cc3ccccc3)[C@H]2C(=O)N1c1ccccc1",
  "spin_multiplicity": 1
}

=====

No. 3
{
  "formula": "C32H30BBrN4O9",
  "method": "ωB97M-V/def2-TZVPD",
  "elements": ["C", "C", "C", "C", "C", "C", "C", "C", "O", "C", "C", "C", "B", "N", "O", "C", "C", "C", "Br", "C", "N", "C", "C", "O", "C", "C", "O", "C", "O", "H", "H", "H", "H", "H", "H", "H", "H", "H", "H", "H", "H", "H", "H", "H", "H", "H", "H", "H", "H", "C", "C", "C", "C", "C", "C", "N", "O", "O", "H", "H", "H", "H", "H", "C", "C", "C", "C", "C", "C", "N", "O", "O", "H", "H", "H", "H", "H"],
  "xyz": [[9.523, -1.291, -0.297], [9.113, -0.142, -0.822], [8.943, 1.337, -1.456], [7.663, 2.028, -0.687], [6.408, 1.040, -0.936], [4.971, 1.764, -0.994], [4.438, 2.030, -2.325], [2.954, 2.709, -2.425], [2.628, 3.575, -3.297], [1.927, 2.159, -1.275], [2.516, 1.876, 0.192], [1.599, 1.339, 1.353], [2.201, 1.080, 2.877], [2.510, -0.367, 3.262], [2.384, 2.171, 3.817], [0.063, 1.047, 0.986], [-0.998, 0.442, 2.068], [-0.507, 1.299, -0.495], [-2.404, 0.840, -0.832], [0.392, 1.879, -1.649], [0.002, 2.168, -3.044], [-1.176, 3.049, -3.185], [-2.626, 2.664, -3.757], [-1.040, 4.261, -2.756], [0.015, 1.003, -3.940], [0.391, -0.516, -3.561], [-0.251, 1.218, -5.191], [4.114, 2.183, 0.335], [4.650, 2.733, 1.347], [9.811, -2.216, 0.338], [8.584, 1.169, -2.551], [9.900, 1.971, -1.383], [7.472, 3.108, -1.026], [7.915, 1.993, 0.453], [6.343, 0.234, -0.095], [6.566, 0.519, -1.963], [5.031, 1.746, -3.287], [1.562, -0.822, 3.215], [3.102, -0.743, 2.484], [2.612, 1.782, 4.706], [-0.492, -0.003, 2.999], [-1.637, -0.422, 1.610], [-1.710, 1.279, 2.459], [-2.912, 1.545, -3.586], [-2.617, 2.790, -4.918], [-3.482, 3.348, -3.357], [1.390, -0.748, -4.123], [-0.391, -1.229, -4.026], [0.604, -0.706, -2.450], [-3.391, -5.713, 3.064], [-3.207, -4.423, 3.557], [-1.975, -3.792, 3.415], [-0.932, -4.462, 2.772], [-1.109, -5.757, 2.284], [-2.344, -6.381, 2.433], [0.359, -3.792, 2.598], [0.484, -2.660, 3.058], [1.241, -4.398, 2.000], [-4.356, -6.200, 3.172], [-4.027, -3.909, 4.049], [-1.845, -2.787, 3.803], [-0.303, -6.288, 1.787], [-2.493, -7.387, 2.054], [-9.096, 1.491, 0.086], [-8.160, 1.733, 1.088], [-6.949, 1.047, 1.093], [-6.683, 0.121, 0.083], [-7.620, -0.132, -0.919], [-8.830, 0.558, -0.913], [-5.399, -0.585, 0.069], [-4.607, -0.351, 0.977], [-5.187, -1.367, -0.852], [-10.038, 2.032, 0.083], [-8.374, 2.461, 1.865], [-6.229, 1.247, 1.880], [-7.425, -0.853, -1.706], [-9.565, 0.371, -1.690]],
  "energy_ev": -128760.73325,
  "charge": 0,
  "orbital_gap_ev": 7.69,
  "homo_ev": -8.8,
  "smiles": "C#CCCCC1=CC(=O)c2c(c(B(N)O)c(C)c(Br)c2N(C(C)=O)C(C)=O)C1=O.O=[N+]([O-])c1ccccc1.O=[N+]([O-])c1ccccc1",
  "spin_multiplicity": 1
}

=====

No. 4
{
  "formula": "C32H30BaN6O4S2",
  "method": "ωB97M-V/def2-TZVPD",
  "elements": ["Ba", "O", "N", "O", "C", "C", "C", "C", "C", "C", "N", "C", "C", "N", "C", "C", "C", "C", "H", "H", "H", "H", "H", "H", "H", "S", "C", "N", "C", "C", "N", "C", "C", "C", "C", "C", "C", "C", "C", "S", "C", "C", "C", "C", "C", "C", "C", "H", "H", "H", "H", "H", "H", "H", "H", "H", "H", "H", "H", "H", "H", "H", "H", "H", "H", "N", "C", "C", "O", "O", "H", "H", "H", "H", "H"],
  "xyz": [[-1.412, -0.962, 1.365], [-7.655, -5.844, -1.016], [-7.443, -5.044, -0.142], [-8.202, -4.763, 0.752], [-6.137, -4.373, -0.193], [-5.290, -4.804, -1.166], [-3.998, -4.252, -1.332], [-3.105, -4.743, -2.301], [-1.876, -4.145, -2.420], [-1.570, -3.076, -1.573], [-2.373, -2.623, -0.633], [-3.584, -3.190, -0.495], [-4.477, -2.715, 0.535], [-4.054, -1.701, 1.307], [-4.839, -1.253, 2.262], [-6.077, -1.820, 2.556], [-6.538, -2.862, 1.786], [-5.753, -3.326, 0.713], [-5.613, -5.593, -1.830], [-3.397, -5.576, -2.923], [-1.144, -4.478, -3.137], [-0.617, -2.573, -1.668], [-4.476, -0.409, 2.833], [-6.666, -1.454, 3.382], [-7.491, -3.316, 2.008], [1.257, -1.426, -0.355], [2.392, -0.198, -0.297], [3.290, -0.053, -1.264], [4.244, 1.035, -1.203], [4.752, 1.136, 0.222], [3.615, 1.340, 1.098], [3.813, 2.303, 2.167], [3.903, 3.697, 1.590], [2.834, 4.209, 0.865], [2.937, 5.450, 0.263], [4.102, 6.189, 0.379], [5.160, 5.689, 1.119], [5.067, 4.443, 1.716], [2.456, 0.737, 0.855], [1.120, 1.022, 1.820], [3.325, -0.891, -2.440], [2.932, -0.135, -3.689], [1.957, 0.853, -3.640], [1.609, 1.544, -4.787], [2.213, 1.236, -5.994], [3.171, 0.238, -6.049], [3.537, -0.442, -4.900], [3.762, 1.977, -1.492], [5.050, 0.838, -1.908], [5.424, 1.989, 0.318], [5.292, 0.228, 0.515], [4.747, 2.049, 2.673], [2.990, 2.212, 2.878], [1.918, 3.639, 0.786], [2.102, 5.840, -0.294], [4.181, 7.151, -0.103], [6.060, 6.270, 1.230], [5.898, 4.066, 2.296], [2.647, -1.735, -2.280], [4.339, -1.287, -2.547], [1.466, 1.081, -2.701], [0.867, 2.325, -4.733], [1.942, 1.777, -6.886], [3.641, -0.006, -6.988], [4.287, -1.217, -4.950], [-2.547, 0.828, 5.876], [-2.081, 1.620, 4.721], [-2.063, 0.610, 3.524], [-2.017, 1.022, 2.376], [-2.084, -0.585, 3.895], [-3.539, 0.990, 6.074], [-2.012, 0.971, 6.736], [-2.408, -0.169, 5.468], [-1.053, 1.951, 4.864], [-2.708, 2.483, 4.513]],
  "energy_ev": -73154.12494,
  "charge": 2,
  "orbital_gap_ev": 7.38,
  "relative_energy_kj_mol": 101.22,
  "homo_ev": -13.1,
  "spin_multiplicity": 1
}

=====

No. 5
{
  "formula": "C32H30BiN5O4PS2",
  "method": "ωB97M-V/def2-TZVPD",
  "elements": ["Bi", "N", "P", "C", "C", "C", "C", "C", "C", "C", "C", "C", "C", "C", "C", "C", "C", "C", "C", "C", "N", "H", "H", "H", "H", "H", "H", "H", "H", "H", "H", "H", "H", "H", "H", "H", "O", "C", "O", "C", "C", "C", "N", "C", "C", "C", "O", "O", "H", "H", "H", "C", "S", "C", "H", "H", "H", "H", "H", "H", "N", "C", "S", "C", "C", "C", "N", "C", "C", "H", "H", "H", "H", "H", "H"],
  "xyz": [[0.844, -0.079, -0.283], [-2.086, 2.369, 0.284], [-1.097, 1.230, 1.092], [-0.502, 2.339, 2.417], [-1.260, 2.561, 3.593], [-0.794, 3.412, 4.575], [0.449, 3.993, 4.447], [1.218, 3.845, 3.322], [0.719, 3.013, 2.301], [-2.479, 0.148, 1.587], [-2.332, -0.649, 2.710], [-3.384, -1.385, 3.204], [-4.615, -1.338, 2.593], [-4.801, -0.644, 1.399], [-3.730, 0.150, 0.930], [-2.073, 2.558, -1.054], [-2.867, 3.592, -1.630], [-2.807, 3.738, -2.974], [-1.866, 2.990, -3.753], [-1.205, 1.982, -3.083], [-1.365, 1.714, -1.768], [-2.545, 3.094, 0.810], [-2.145, 2.008, 3.870], [-1.369, 3.542, 5.506], [0.868, 4.583, 5.316], [2.156, 4.386, 3.204], [1.295, 2.906, 1.398], [-1.360, -0.642, 3.220], [-3.195, -2.043, 4.072], [-5.458, -1.931, 2.970], [-5.719, -0.595, 0.813], [-3.867, 0.678, -0.042], [-3.396, 4.292, -1.001], [-3.525, 4.369, -3.498], [-1.606, 3.206, -4.807], [-0.618, 1.269, -3.656], [5.687, 0.314, 5.034], [5.539, -0.667, 4.239], [6.111, -1.709, 3.927], [4.258, -0.367, 3.433], [4.384, 0.713, 2.592], [3.472, 0.812, 1.556], [2.499, -0.104, 1.343], [2.299, -1.081, 2.268], [3.145, -1.174, 3.383], [1.150, -2.031, 2.099], [0.918, -2.908, 2.930], [0.441, -1.909, 0.981], [5.241, 1.398, 2.654], [3.433, 1.647, 0.844], [2.937, -1.955, 4.106], [2.221, 0.134, -3.787], [3.371, 0.573, -2.440], [4.569, -0.777, -2.434], [2.329, -0.919, -4.067], [2.228, 0.773, -4.640], [1.224, 0.244, -3.422], [4.088, -1.748, -2.702], [4.957, -0.829, -1.406], [5.330, -0.459, -3.103], [-0.890, -5.594, -4.912], [-1.790, -4.617, -4.521], [-3.326, -4.529, -5.128], [-1.321, -3.602, -3.542], [-0.027, -3.687, -3.066], [0.469, -2.624, -2.347], [-0.302, -1.644, -1.909], [-1.629, -1.671, -2.152], [-2.162, -2.650, -2.993], [-1.086, -5.923, -5.864], [0.094, -5.487, -4.616], [0.625, -4.535, -3.281], [1.517, -2.561, -2.215], [-2.253, -0.914, -1.689], [-3.234, -2.594, -3.236]],
  "energy_ev": -86102.91397,
  "charge": 1,
  "orbital_gap_ev": 5.22,
  "relative_energy_kj_mol": 24.82,
  "homo_ev": -9.5,
  "spin_multiplicity": 1
}

=====

No. 6
{
  "formula": "C32H30IrN3O6PS",
  "method": "ωB97M-V/def2-TZVPD",
  "elements": ["Ir", "O", "C", "C", "O", "C", "C", "O", "C", "O", "O", "N", "P", "C", "C", "C", "C", "C", "C", "C", "C", "C", "C", "C", "C", "C", "C", "C", "C", "C", "N", "H", "H", "H", "H", "H", "H", "H", "H", "H", "H", "H", "H", "H", "H", "H", "O", "S", "C", "C", "C", "C", "H", "H", "H", "H", "H", "H", "H", "H", "N", "C", "C", "C", "C", "C", "C", "H", "H", "H", "H", "H", "H", "H"],
  "xyz": [[0.362, -0.139, -0.041], [-5.381, 2.485, -2.074], [-4.459, 2.107, -1.426], [-4.496, 1.602, 0.035], [-5.458, 1.473, 0.728], [-3.068, 1.242, 0.415], [-2.233, 1.400, -0.756], [-0.997, 1.120, -0.885], [-2.993, 1.990, -1.885], [-2.542, 2.291, -2.958], [-2.703, 0.897, 1.539], [0.369, -3.039, 0.811], [-0.852, -1.999, 0.276], [-2.155, -2.199, 1.480], [-1.809, -2.134, 2.835], [-2.793, -2.197, 3.805], [-4.125, -2.326, 3.430], [-4.471, -2.414, 2.091], [-3.490, -2.353, 1.112], [-1.380, -2.524, -1.354], [-0.714, -3.566, -2.001], [-1.075, -3.920, -3.292], [-2.089, -3.234, -3.944], [-2.746, -2.186, -3.310], [-2.391, -1.826, -2.023], [1.685, -2.635, 0.846], [2.721, -3.504, 1.184], [4.006, -3.018, 1.234], [4.249, -1.673, 0.946], [3.191, -0.874, 0.608], [1.920, -1.341, 0.553], [0.155, -3.982, 1.104], [-0.769, -2.077, 3.141], [-2.523, -2.155, 4.851], [-4.894, -2.372, 4.189], [-5.506, -2.534, 1.803], [-3.774, -2.438, 0.072], [0.078, -4.109, -1.502], [-0.566, -4.735, -3.787], [-2.370, -3.515, -4.950], [-3.535, -1.650, -3.821], [-2.910, -1.008, -1.539], [2.499, -4.540, 1.400], [4.822, -3.677, 1.495], [5.245, -1.258, 0.982], [3.309, 0.171, 0.360], [1.735, 1.038, -1.122], [1.469, 2.480, -1.681], [1.934, 2.321, -3.427], [3.374, 2.831, -3.593], [4.042, 2.798, -2.220], [2.995, 3.331, -1.252], [1.199, 2.874, -4.009], [1.815, 1.258, -3.638], [3.355, 3.853, -3.972], [3.908, 2.224, -4.322], [4.946, 3.405, -2.189], [4.316, 1.778, -1.945], [2.788, 4.393, -1.415], [3.179, 3.165, -0.191], [-0.020, 0.489, 1.842], [0.698, 1.720, 2.128], [1.866, 1.659, 2.874], [2.557, 2.830, 3.146], [2.077, 4.045, 2.673], [0.906, 4.090, 1.926], [0.211, 2.924, 1.642], [-1.058, 0.623, 1.901], [0.258, -0.214, 2.522], [2.228, 0.709, 3.253], [3.459, 2.795, 3.741], [2.608, 4.959, 2.901], [0.522, 5.039, 1.576], [-0.708, 2.960, 1.073]],
  "energy_ev": -73375.46789,
  "charge": 2,
  "orbital_gap_ev": [6.97, 6.24],
  "relative_energy_kj_mol": 122.32,
  "homo_ev": [-13.9, -13.9],
  "s2": 0.767,
  "spin_multiplicity": 2
}